Formula: C32H51N2O2P2Zn
Source: the OMol25 dataset
Level of theory: ωB97M-V/def2-TZVPD

Computed properties:
E_LUMO: -2.72 eV
E: -3971.70812 Ha
spin multiplicity: 1
orbital gap: 5.958 eV
HOMO: -8.67 eV
net charge: +1
ΔE to the lowest compared entry with this formula, charge and spin: 1.679 eV

```
90
Properties=species:S:1:pos:R:3:forces:R:3
Zn 0.1586 -0.0179 -0.2792 -0.620 0.595 -1.024
P 1.9053 -1.2126 -1.4174 0.035 -0.533 -0.192
P -2.3721 0.5500 0.8517 -0.343 0.574 -0.612
O 1.3979 1.5215 2.8304 -1.590 -0.786 -1.895
O 0.9421 1.8815 -1.0941 0.274 0.401 -0.143
N -0.3069 -1.3586 1.0314 -2.259 -4.336 2.350
N -1.0125 -1.1637 -1.6262 -0.006 0.404 0.531
C -3.1428 -1.6016 -2.6443 -0.315 -0.804 -0.730
C 2.0111 2.7369 -0.5926 -0.147 -0.195 -0.400
C -1.0809 -5.9169 3.6237 0.052 0.311 -0.050
C -4.0309 -1.6788 1.6550 0.059 -0.024 0.126
C 2.9149 -2.6159 0.8096 -0.077 -0.025 -0.040
C 0.8891 -2.7229 -1.7514 -0.207 0.083 0.068
C 4.3544 -2.6366 -1.2201 0.407 -0.166 0.265
C -3.0164 -0.2874 -0.5580 -0.357 0.338 -1.951
C -0.0361 -3.7713 3.1946 -0.042 0.132 0.019
C -4.8692 0.4998 2.4088 -0.221 -0.138 0.278
C -2.7665 -0.4257 3.4455 -0.322 -0.086 0.293
C -3.5862 -0.2967 2.1563 0.584 0.775 -0.224
C -2.5972 -2.6580 -3.3345 -0.748 0.756 0.313
C -0.5311 -2.3018 -2.1554 -0.291 -0.502 -0.651
C -0.1035 -4.9560 3.9273 -0.199 -0.006 -0.238
C -0.8798 -2.3097 1.4412 3.589 2.544 -0.849
C -2.5159 3.0392 2.1804 -0.130 0.106 -0.094
C 3.3915 -1.7785 -0.3927 0.116 0.071 -0.559
C -1.6909 3.1818 -0.1481 0.011 -0.077 0.009
C 4.1391 -0.5352 0.1286 0.114 -0.062 0.012
C -1.2994 -3.0765 -3.0170 1.566 -0.291 0.395
C -1.9774 -5.7067 2.5674 0.218 0.088 0.003
C -1.9001 -4.5388 1.8092 0.165 0.226 0.270
C -4.0908 2.7658 0.1857 -0.229 0.455 0.053
C 2.3121 -0.6867 -3.1988 0.224 -0.051 0.332
C 3.4465 0.3482 -3.1675 0.073 0.062 -0.301
C -2.7069 2.4805 0.7602 -0.362 -0.919 0.245
C -0.9555 -3.5455 2.1521 -0.827 -1.270 0.121
C 2.7364 -1.8909 -4.0520 0.189 0.010 -0.272
C 1.0740 -0.0708 -3.8854 0.039 0.010 -0.028
C -2.3837 -0.9656 -1.6251 -0.036 0.837 1.868
C 0.8056 1.1647 1.9187 1.961 0.853 1.931
H -4.1833 -1.2969 -2.7686 0.330 -0.128 -0.088
H 1.9067 -2.5871 -4.2273 0.225 0.235 -0.003
H 4.8106 -2.0872 -2.0534 -0.155 -0.160 0.246
H 2.5259 -3.5948 0.4959 0.086 0.264 0.098
H -2.7443 -6.4514 2.3390 0.350 0.246 0.036
H -1.4884 2.8738 2.5340 -0.176 0.022 -0.057
H -4.1132 -0.2640 -0.6693 0.490 0.119 -0.072
H -4.5875 -2.1831 2.4620 0.175 0.146 -0.126
H -4.1921 2.3334 -0.8184 0.018 0.051 0.231
H -1.7465 2.8285 -1.1853 0.028 -0.031 0.175
H -3.3809 -0.9320 4.2053 0.205 0.101 -0.020
H 0.8477 -3.3236 -0.8265 -0.113 0.295 -0.249
H -5.4710 -0.0628 3.1409 0.109 0.139 -0.112
H -4.2119 3.8579 0.0942 -0.066 -0.232 -0.033
H -4.7005 1.4962 2.8312 -0.100 -0.297 -0.170
H -3.1721 -3.1929 -4.0861 0.041 0.108 0.127
H 3.5151 0.0863 0.7853 0.051 -0.162 -0.132
H 2.2387 3.5012 -1.3515 -0.027 -0.254 0.388
H 3.7816 -2.8030 1.4663 -0.286 0.094 -0.218
H -2.4678 0.5530 3.8476 -0.091 -0.225 -0.132
H 0.6466 0.7876 -3.3481 0.015 -0.329 -0.208
H 3.6026 0.7095 -4.1954 0.017 -0.029 0.264
H 1.3854 0.2901 -4.8790 -0.054 -0.096 0.287
H 0.2777 -0.8092 -4.0372 0.141 0.236 0.115
H -1.8586 -1.0196 3.2937 -0.159 0.119 0.079
H 2.1412 -2.1073 1.3997 0.165 -0.055 -0.115
H 0.6022 -5.1229 4.7434 -0.243 0.030 -0.281
H 3.8714 -3.5490 -1.5962 0.108 0.256 0.017
H 4.5241 0.0929 -0.6860 -0.117 -0.159 0.238
H 1.6641 3.2244 0.3239 0.032 -0.105 -0.250
H -2.6896 4.1255 2.1560 0.054 -0.204 0.093
H 3.2109 1.2208 -2.5417 0.070 -0.244 -0.106
H -1.1417 -6.8304 4.2206 0.008 0.323 -0.232
H -4.9085 2.4013 0.8133 0.233 0.111 -0.204
H -0.6600 3.0834 0.2075 -0.214 -0.081 -0.014
H -2.5631 -4.3762 0.9571 0.128 -0.057 0.345
H -5.4812 0.5834 1.5018 0.191 -0.003 0.209
H 0.9266 1.9078 -2.0681 0.054 0.034 0.651
H -1.9258 4.2598 -0.1544 0.026 -0.304 -0.010
H 3.5795 -2.4409 -3.6202 -0.267 0.125 -0.203
H -4.6923 -1.6059 0.7834 0.217 -0.070 0.304
H 5.1776 -2.9512 -0.5576 -0.182 0.013 -0.218
H 0.7184 -3.0072 3.4180 -0.369 -0.351 -0.016
H 4.3957 -0.0872 -2.8303 -0.245 0.147 -0.053
H 3.0521 -1.5094 -5.0353 -0.062 -0.139 0.209
H 2.9045 2.1281 -0.3838 -0.272 0.246 -0.053
H -3.2008 2.6046 2.9165 0.218 0.174 -0.190
H -0.8477 -3.9690 -3.4523 -0.233 0.221 0.073
H 5.0041 -0.8783 0.7185 -0.234 0.147 -0.146
H -3.1825 -2.3112 1.3800 -0.309 0.141 -0.013
H 1.3407 -3.3658 -2.5190 -0.164 0.213 0.307
```
Forces are in eV/Å.



Formula: C46H30F3NO10
Source: the OMol25 dataset
Level of theory: ωB97M-V/def2-TZVPD

Computed properties:
E_LUMO: -1.15 eV
E: -2877.71061 Ha
SMILES string: NOC(=O)OC[C@@H](O)C(F)(F)F.O=C1c2ccccc2C(=O)c2ccccc21.O=C1c2ccccc2C(=O)c2ccccc21.O=C1c2ccccc2C(=O)c2ccccc21
spin multiplicity: 1
orbital gap: 8.611 eV
HOMO: -9.76 eV
net charge: 0

```
90
Properties=species:S:1:pos:R:3:forces:R:3
F -4.8680 -3.8739 2.5080 -0.205 0.049 0.040
F -3.4883 -3.1333 1.0162 -0.134 -0.097 0.082
F -4.9518 -1.7963 1.8735 -0.059 0.016 0.015
O 0.8106 1.0315 -1.3353 0.046 -0.016 0.076
O -5.1084 -1.7967 4.6097 0.477 -0.388 0.507
O -1.7872 6.7277 -1.3270 0.007 -0.005 -0.024
O -2.5568 -3.6519 3.6516 -0.338 -0.463 -0.202
O 3.7017 -6.8875 0.0512 0.004 0.020 0.009
O -0.0794 -1.1852 -6.1247 0.000 -0.006 0.010
O 0.7297 -4.3563 3.7189 0.016 0.003 0.004
O -6.5946 -2.4074 6.1332 1.269 -0.366 -0.737
O -4.5279 -3.2915 6.2772 0.158 0.282 -0.065
O 2.9915 9.1312 -1.5288 -0.006 0.003 0.010
N -4.6255 -4.6294 5.7588 0.509 -0.241 -1.021
C 0.7324 10.7257 -1.9387 -0.038 0.133 -0.036
C 2.9443 6.4132 -0.8659 0.080 -0.119 0.031
C 0.6530 9.3631 -1.6832 -0.082 -0.102 0.023
C 4.5379 -5.6776 4.8200 0.026 -0.026 -0.042
C -0.4216 11.4528 -2.1733 -0.048 -0.040 -0.001
C 0.8519 -5.2456 1.5382 0.118 -0.040 -0.001
C 1.3542 -2.6943 -4.2577 0.059 -0.135 0.015
C -0.9614 -5.0956 -0.0279 0.070 -0.046 -0.087
C -3.1224 -2.4450 3.2230 0.189 -0.245 1.011
C -5.4748 -2.5082 5.6864 -1.781 0.576 0.730
C -0.5924 8.7317 -1.6541 0.122 0.004 0.022
C -0.7061 7.2796 -1.3419 -0.173 -0.092 -0.014
C -1.2026 1.3315 -5.6383 -0.087 0.108 -0.053
C 3.2746 -5.2165 4.4934 0.091 -0.011 0.104
C -1.6603 10.8201 -2.1635 0.052 0.023 0.001
C 0.5856 0.5120 -2.4097 0.001 0.139 0.133
C 3.5307 -6.1145 2.2700 -0.109 0.049 0.054
C 0.8735 -1.4206 -3.9836 -0.023 0.089 0.095
C 2.8518 5.0731 -0.5308 -0.072 0.017 -0.001
C 2.7626 -5.4390 3.2217 0.011 -0.048 -0.104
C -4.1402 -2.8192 2.1642 0.448 0.094 -0.634
C -3.7167 -1.5872 4.3365 -0.219 0.281 -0.562
C 0.4567 5.1831 -0.7005 0.044 -0.132 0.023
C -0.2403 1.2112 -3.4318 0.005 -0.092 -0.081
C -1.7501 2.5643 -5.3263 0.024 0.003 0.057
C -1.5535 3.1190 -4.0657 -0.012 -0.003 -0.060
C 2.0832 -3.3786 -3.3009 0.008 0.028 0.067
C 0.0995 -0.6947 -5.0301 -0.034 -0.063 -0.188
C -0.4452 -4.8581 1.2345 -0.134 0.078 -0.062
C 3.0149 -6.3427 0.8903 0.103 -0.084 -0.159
C -0.7967 2.4458 -3.1232 -0.059 0.101 -0.018
C 5.2963 -6.3637 3.8774 -0.039 0.037 0.037
C 1.3900 -4.9609 2.8962 -0.143 0.109 0.118
C -1.7461 9.4635 -1.9043 -0.082 0.110 -0.021
C 1.1215 -0.8368 -2.7394 -0.056 0.004 -0.102
C 1.6347 -5.8849 0.5735 0.016 0.030 0.109
C 4.7960 -6.5781 2.6049 0.120 -0.025 0.070
C -0.4535 0.6462 -4.6909 0.047 -0.010 0.108
C 1.8650 -1.5229 -1.7876 0.066 -0.109 0.075
C 2.3445 -2.7901 -2.0675 -0.016 -0.042 -0.035
C 1.7916 7.1460 -1.1178 -0.119 0.008 -0.009
C 0.5426 6.5250 -1.0461 0.065 0.103 -0.007
C 1.6068 4.4588 -0.4408 0.063 -0.051 0.015
C 1.1178 -6.1088 -0.6952 -0.128 0.015 -0.154
C 1.9074 8.5927 -1.4509 0.184 0.081 -0.015
C -0.1758 -5.7137 -0.9953 -0.017 0.040 0.065
H 4.9337 -5.5059 5.8119 0.008 -0.001 0.014
H -4.3231 -5.2262 6.5084 -0.099 -0.002 0.497
H 2.0604 -1.0633 -0.8291 -0.056 0.089 -0.005
H 2.6800 -4.6860 5.2233 -0.092 0.012 -0.050
H -1.9746 -4.7969 -0.2589 -0.010 0.013 0.005
H -1.8875 -3.4797 4.3123 0.342 0.017 0.175
H -0.6363 2.8745 -2.1450 0.067 -0.069 0.030
H -5.5938 -4.8176 5.5415 -0.403 -0.013 0.367
H -1.3564 0.8950 -6.6149 0.042 -0.097 0.012
H 1.5346 3.4122 -0.1747 -0.008 -0.023 -0.042
H 3.7506 4.5037 -0.3360 0.011 -0.013 0.007
H -0.3581 12.5153 -2.3661 -0.002 0.014 -0.011
H -2.3332 -1.8457 2.7824 -0.020 0.366 -0.521
H 2.4502 -4.3740 -3.5135 0.022 -0.011 0.003
H -0.5131 4.7101 -0.6352 -0.067 0.091 -0.009
H -0.5755 -5.8892 -1.9852 -0.006 -0.003 -0.014
H -2.5600 11.3893 -2.3548 -0.012 0.011 -0.001
H 6.2803 -6.7298 4.1374 0.016 -0.001 0.005
H -3.6543 -0.5682 3.9844 -0.222 0.399 -0.033
H -2.7063 8.9677 -1.8909 0.026 -0.097 0.036
H 1.7268 -6.5907 -1.4472 0.100 -0.047 0.080
H 3.9089 6.8960 -0.9327 -0.028 0.105 -0.018
H -1.9901 4.0779 -3.8196 0.003 0.017 0.011
H 1.1513 -3.1464 -5.2182 -0.042 0.088 -0.057
H -2.3357 3.0951 -6.0648 -0.011 0.009 -0.009
H 1.6978 11.2112 -1.9508 0.068 -0.085 0.008
H -3.1170 -1.6424 5.2306 0.160 -0.289 0.314
H 2.9181 -3.3259 -1.3226 0.004 -0.023 0.002
H 5.3832 -7.1075 1.8681 -0.063 0.011 -0.091
H -1.0470 -4.3765 1.9912 -0.014 -0.004 0.073
```
Forces are in eV/Å.



Which formula does entry 1 have? C32H51N2O2P2Zn



Which of these has the highest HOMO? C32H51N2O2P2Zn



Among the records above, which one has the highest orbital gap? C46H30F3NO10



What is the formula in the second record? C46H30F3NO10